Molecular formula: C7H8FNOS
Method: DFT, the ωB97M-V functional and the def2-TZVPD basis

The geometry in XYZ format:
```
19
Properties=species:S:1:pos:R:3
C -0.239 -0.437 -2.990
C -0.290 0.773 -2.358
C -0.071 -1.639 -2.263
C -0.188 0.818 -0.925
C -0.062 -1.636 -0.922
C -0.043 -0.405 -0.283
C -0.287 1.295 3.305
N 0.136 1.162 1.905
O 0.387 -1.439 2.195
F 2.088 -0.246 0.971
S 0.431 -0.251 1.398
H -0.278 -0.651 -4.029
H -0.281 1.655 -2.819
H -0.078 -2.451 -3.015
H -0.122 1.662 -0.453
H 0.083 -2.423 -0.208
H -1.428 1.481 3.225
H 0.124 2.310 3.539
H 0.117 0.422 3.727
```

The orbital gap (alpha / beta) is 0.205 / 0.193 Eh. The LUMO energy (alpha / beta) comes out at 0.020 / -0.146 hartree. Its expectation value of S² is 2.024. As for the multiplicity: 3. The calculation puts the total energy at -24471.335 eV. The calculation puts the maximum force at 0.1422 Eh/bohr. As for the net charge: 0.

Per-atom Mulliken charges, elementary charge units:
1 C -0.50
2 C -0.61
3 C -0.19
4 C -0.86
5 C -0.71
6 C 0.54
7 C -0.73
8 N -0.23
9 O -0.61
10 F -0.36
11 S 1.08
12 H 0.37
13 H 0.49
14 H 0.28
15 H 0.66
16 H 0.42
17 H 0.28
18 H 0.26
19 H 0.40